[1]
ORCA calculation (ωB97M-V with the def2-TZVPD basis set) on a cluster of 3 separate species, C40H34BrClFNO11S in total.

Its spin multiplicity is 1. The molecular weight is 871.13 u. Its gap between HOMO and LUMO is 8.62 eV.

Structure (XYZ):
```
90
C40H34BrClFNO11S ωB97M-V with the def2-TZVPD basis set
C 1.16749 -7.68456 -0.61134
C 2.21670 -6.94201 -1.59398
O 3.36127 -7.42154 -1.84500
O 1.80177 -5.72286 -2.22345
C 2.90110 -4.77280 -2.18809
C 2.46597 -3.23054 -2.32156
O 1.97731 -2.80168 -1.01932
C 2.07714 -1.38054 -0.83098
F 0.79676 -0.69254 -0.81522
N 2.74814 -1.18061 0.51664
C 1.98288 -1.64580 1.47427
O 1.35343 -2.33039 2.32671
C 1.49268 -2.89037 -3.56242
O 0.22742 -3.57483 -3.55620
C -0.80142 -2.82702 -2.86211
Br -1.39012 -1.15914 -3.76837
C -2.10467 -3.80996 -2.80820
C -3.35180 -3.18666 -1.99995
C -4.24525 -4.46594 -1.49260
Cl -2.89972 -2.14610 -0.55484
S 2.35878 -3.45283 -5.15462
C 4.15023 -2.96829 -5.20812
O 2.19171 -4.97307 -5.28677
O 1.57482 -2.86365 -6.33551
H 0.61937 -8.46381 -1.27112
H 1.78262 -8.17063 0.22492
H 0.44107 -6.89851 -0.18148
H 3.75697 -5.01118 -2.93487
H 3.38977 -4.87971 -1.13433
H 3.45202 -2.63400 -2.51083
H 2.73386 -0.83228 -1.59271
H 1.43100 -1.74618 -3.64667
H -0.45463 -2.67815 -1.77984
H -1.85200 -4.87515 -2.46625
H -2.44844 -3.90227 -3.91866
H -4.01250 -2.60070 -2.73644
H -5.37998 -4.25123 -1.53525
H -3.90818 -4.85932 -0.46407
H -4.03648 -5.32524 -2.25160
H 4.22671 -1.82390 -5.26712
H 4.60754 -3.39539 -6.18808
H 4.75535 -3.40875 -4.31661
O -4.99439 3.10247 -1.79194
C -5.54822 3.14832 -0.70615
C -4.83791 2.71542 0.51816
C -3.51689 2.27136 0.42933
C -2.82886 1.90031 1.58067
C -3.45622 1.97262 2.82288
C -4.77799 2.39787 2.91241
C -5.47351 2.76434 1.75890
C -6.88424 3.19823 1.86226
O -7.45668 3.18901 2.93992
C -7.58793 3.64975 0.64177
C -8.90841 4.09575 0.73231
C -9.56749 4.55380 -0.40408
C -8.91123 4.56869 -1.63325
C -7.60013 4.11145 -1.72924
C -6.93709 3.64567 -0.59173
H -3.02028 2.21787 -0.53504
H -1.80020 1.55952 1.51050
H -2.91495 1.69509 3.72233
H -5.26279 2.44696 3.88307
H -9.42388 4.09126 1.68826
H -10.59276 4.90387 -0.33097
H -9.42300 4.93523 -2.51802
H -7.09606 4.12307 -2.69129
O 5.24331 3.14459 0.77002
C 5.09166 3.27415 1.97368
C 6.09846 3.99535 2.78420
C 7.21892 4.54882 2.16075
C 8.14967 5.26230 2.90925
C 7.96500 5.42691 4.28059
C 6.85883 4.86180 4.90749
C 5.92628 4.13936 4.16102
C 4.76270 3.52700 4.83943
O 4.64088 3.60650 6.05080
C 3.74616 2.82332 4.02684
C 2.62499 2.27222 4.65117
C 1.64713 1.63783 3.89136
C 1.78502 1.55224 2.50737
C 2.90824 2.08791 1.88413
C 3.89442 2.72035 2.64381
H 7.36581 4.42882 1.09148
H 9.01791 5.69579 2.42218
H 8.68521 5.99456 4.86192
H 6.72334 4.98933 5.97752
H 2.50933 2.33994 5.72895
H 0.77412 1.21333 4.37805
H 1.01672 1.06533 1.91366
H 3.01029 2.01445 0.80532
```

---

[2]
ORCA calculation (ωB97M-V with the def2-TZVPD basis set) on a structure of composition C40H34BrF6N6O9OsS4Te.

Its spin multiplicity is 2. The molecular weight is 1382.74 u. Its gap between HOMO and LUMO (alpha / beta) is 7.23 / 7.22 eV. The expectation value of S² is 0.756.

Structure (XYZ):
```
102
C40H34BrF6N6O9OsS4Te ωB97M-V with the def2-TZVPD basis set
Os 0.55711 0.45064 -0.72481
F -0.01368 4.64360 -1.99400
C 0.95513 4.75064 -1.09183
F 0.40918 5.13252 0.06231
F 1.83574 5.65096 -1.47610
S 1.76600 3.08054 -0.82311
O 1.06805 2.52582 0.33164
O 3.17200 3.30038 -0.77218
N 1.26198 2.17182 -2.04829
S 2.11193 2.39790 -3.45247
O 3.31160 1.64047 -3.55479
O 2.11886 3.79495 -3.76586
C 0.91916 1.56440 -4.60789
F 0.96103 2.15023 -5.79448
F -0.32943 1.62024 -4.13899
F 1.27407 0.29315 -4.73453
C -4.92435 -1.15272 6.85911
C -3.91910 -1.03511 5.74439
C -2.60922 -1.45530 5.91153
C -1.66977 -1.34668 4.89403
C -0.25893 -1.80885 5.19911
C -2.04626 -0.79654 3.65572
Te -0.36319 -0.75264 2.31173
N -1.01825 0.10724 0.57801
C -1.95762 -0.81470 0.14006
O -2.14495 -1.82985 0.80034
C -2.77944 -0.40092 -1.03811
C -3.83799 -1.21120 -1.43435
C -4.64440 -0.83177 -2.49241
C -4.40239 0.36428 -3.16251
C -3.34514 1.17304 -2.77811
C -2.53518 0.79038 -1.71575
C 0.09956 1.17552 3.08634
C -0.86075 2.16614 2.88864
C -0.65564 3.44705 3.36545
C 0.52886 3.74471 4.03082
C 1.49132 2.76674 4.19741
C 1.29503 1.46359 3.73696
C 2.39181 0.44973 3.95065
C -3.37280 -0.38918 3.45864
C -3.93779 0.15940 2.17246
C -4.27258 -0.51002 4.51345
H -4.44868 -1.49713 7.77630
H -5.71117 -1.86169 6.59445
H -5.40140 -0.19196 7.05821
H -2.30160 -1.87796 6.86192
H -0.22873 -2.31240 6.16286
H 0.42366 -0.95600 5.24973
H 0.11790 -2.50971 4.45152
H -3.98851 -2.15100 -0.91970
H -5.45703 -1.47346 -2.80703
H -5.03459 0.65591 -3.99205
H -3.13347 2.09590 -3.30303
H -1.72368 1.44480 -1.41274
H -1.77194 1.93534 2.35378
H -1.41671 4.20489 3.23078
H 0.70238 4.74332 4.41202
H 2.42162 3.00584 4.70080
H 3.22701 0.66206 3.28255
H 2.06257 -0.57042 3.74727
H 2.76587 0.49147 4.97390
H -3.18976 0.63274 1.54748
H -4.71359 0.89339 2.38989
H -4.39485 -0.64544 1.59468
H -5.29125 -0.16948 4.35387
Br 7.03888 -3.52329 2.07900
C 5.93483 -2.05078 1.65355
C 6.48863 -0.78006 1.57811
N 5.75445 0.30543 1.34603
C 4.44833 0.14551 1.15084
C 3.82737 -1.09759 1.15624
C 4.58562 -2.22383 1.42978
C 2.36322 -1.25211 0.89784
O 1.85294 -2.34265 0.82183
O 1.68850 -0.09824 0.84936
H 7.55428 -0.63517 1.70949
H 3.86534 1.04280 0.97447
H 4.11643 -3.19776 1.46800
N -1.08594 -0.93624 -8.20980
C -0.89357 -1.32748 -6.90368
C -1.70433 -0.81544 -5.88306
C -1.51765 -1.21398 -4.57754
C -0.52314 -2.13312 -4.27170
C 0.27212 -2.67487 -5.27499
C 0.08601 -2.27320 -6.58290
S -0.24418 -2.55241 -2.60006
O 0.58064 -3.72509 -2.57709
O -1.49459 -2.55429 -1.91277
N 0.64639 -1.30433 -1.97821
C 2.00059 -1.34953 -2.13437
S 3.02138 -2.54485 -2.87202
C 4.39003 -1.54842 -2.50885
C 4.01466 -0.43772 -1.86303
N 2.64837 -0.33406 -1.64736
H -1.65223 -0.12830 -8.39265
H -0.37122 -1.13751 -8.88480
H -2.47632 -0.09426 -6.12885
H -2.13550 -0.81567 -3.78434
H 1.02220 -3.41035 -5.01918
H 0.70169 -2.68674 -7.37304
H 5.38819 -1.84565 -2.78481
H 4.66399 0.36166 -1.54514
```

---

> What is the formula in the second record?

C40H34BrF6N6O9OsS4Te

---

> Number 2 is which compound?

C40H34BrF6N6O9OsS4Te